This record from the Open Molecules 2025 dataset describes C48H44AsF3IN3O2P2Pt as an isolated structure in a non-equilibrium geometry. The level of theory is ωB97M-V/def2-TZVPD.

Structure (XYZ):
```
105
Properties=species:S:1:pos:R:3:forces:R:3:lowdin_charge:R:1
Pt 0.944 0.722 1.282 -3.9 -1.9 -2.2 0.94
C 1.499 4.398 -0.353 -0.5 -0.6 -0.2 -0.17
P 1.311 3.177 0.988 1.6 -0.5 1.5 0.89
C 3.101 2.982 1.479 -0.3 0.2 -0.2 -0.23
C 0.761 4.073 2.470 -0.2 -0.4 0.0 -0.35
C 1.041 5.428 2.604 -0.1 0.0 -0.1 -0.05
C 0.749 6.085 3.786 0.0 0.0 0.0 -0.03
C 0.176 5.394 4.841 0.0 0.0 0.0 -0.03
C -0.102 4.045 4.717 0.0 -0.2 0.0 -0.06
C 0.188 3.375 3.534 0.2 -0.1 -0.5 -0.36
P -0.242 1.612 3.355 1.1 0.1 0.4 0.94
C 0.272 0.853 4.940 0.3 -0.2 -0.5 -0.20
C -2.074 1.692 3.476 0.3 -0.5 -1.0 -0.17
H 2.284 5.096 -0.065 0.1 -0.1 0.1 0.06
H 0.562 4.920 -0.532 0.0 -0.1 0.0 0.06
H 1.806 3.887 -1.265 0.0 0.0 -0.1 0.06
H 3.531 3.957 1.704 0.0 0.1 0.0 0.06
H 3.661 2.524 0.667 0.1 -0.1 -0.1 0.04
H 3.188 2.350 2.363 -0.1 0.0 0.0 0.04
H 1.482 5.983 1.790 0.0 0.1 0.0 0.11
H 0.970 7.136 3.884 0.0 0.1 0.0 0.12
H -0.054 5.906 5.762 0.0 0.0 0.1 0.12
H -0.544 3.514 5.546 -0.1 0.0 0.1 0.11
H -0.426 1.090 5.740 -0.1 0.1 -0.1 0.06
H 1.266 1.214 5.196 0.0 0.0 0.0 0.07
H 0.324 -0.228 4.824 -0.1 -0.1 0.0 0.03
H -2.371 1.863 4.509 0.3 0.0 0.1 0.07
H -2.513 0.759 3.125 -0.1 0.0 0.0 0.03
H -2.435 2.510 2.856 0.0 0.0 -0.1 0.06
F 2.533 -0.448 3.356 -0.2 0.1 -0.5 0.04
C 2.509 -0.536 1.996 0.8 0.6 1.5 -0.64
F 2.400 -1.876 1.744 -0.2 1.4 -0.3 0.03
F 3.762 -0.198 1.599 -0.9 0.1 -0.3 0.06
C 1.262 -5.622 -1.078 0.1 0.0 0.0 -0.05
C 1.835 -4.376 -1.254 0.0 0.0 -0.1 -0.06
C 1.314 -3.279 -0.588 0.1 0.3 0.1 -0.12
C 0.236 -3.428 0.265 0.0 0.4 0.2 -0.36
C -0.346 -4.679 0.438 -0.1 0.1 0.2 -0.09
C 0.174 -5.771 -0.234 -0.1 -0.1 0.1 -0.05
As -0.515 -1.925 1.283 0.4 -0.3 0.2 1.41
C -2.374 -2.144 0.724 0.0 0.5 -0.1 -0.36
C -3.344 -2.830 1.449 0.4 0.0 0.3 -0.10
C -4.613 -2.996 0.919 -0.1 0.0 0.0 -0.06
C -4.937 -2.457 -0.315 0.1 0.0 0.0 -0.05
C -3.970 -1.788 -1.049 0.0 0.0 0.0 -0.06
C -2.697 -1.642 -0.534 0.3 0.2 0.1 -0.12
C -0.465 -2.614 3.102 0.1 0.2 0.1 -0.38
C -1.398 -2.185 4.047 0.0 0.1 -0.4 -0.16
C -1.366 -2.683 5.337 0.1 0.0 0.1 -0.07
C -0.385 -3.593 5.704 0.0 0.0 0.0 -0.05
C 0.558 -4.007 4.775 0.0 0.1 0.1 -0.05
C 0.533 -3.508 3.485 -0.1 0.0 -0.3 -0.10
H 1.667 -6.477 -1.597 0.0 -0.1 0.0 0.12
H 2.690 -4.251 -1.899 0.1 0.0 -0.1 0.11
H 1.758 -2.302 -0.714 0.1 0.0 -0.1 0.07
H -1.191 -4.807 1.105 0.0 0.0 0.0 0.11
H -0.268 -6.745 -0.092 -0.1 -0.1 0.0 0.12
H -3.107 -3.260 2.415 0.0 0.0 0.0 0.10
H -5.354 -3.554 1.471 -0.1 0.0 0.1 0.11
H -5.936 -2.564 -0.708 -0.1 -0.1 0.0 0.12
H -4.212 -1.383 -2.019 0.0 0.1 -0.1 0.11
H -1.930 -1.124 -1.096 -0.1 0.0 -0.1 0.08
H -2.160 -1.469 3.758 -0.1 0.0 0.1 0.09
H -2.099 -2.357 6.060 -0.1 0.0 0.1 0.11
H -0.353 -3.972 6.713 0.0 -0.1 0.1 0.12
H 1.316 -4.721 5.058 0.1 0.0 0.0 0.12
H 1.280 -3.823 2.770 0.0 -0.1 0.0 0.10
N 1.742 -0.332 -6.273 -0.3 0.0 0.0 0.17
C 2.490 -0.709 -7.361 0.9 -0.1 0.1 -0.18
C 2.216 -0.795 -8.715 0.2 -0.2 -0.6 -0.01
C 3.245 -1.250 -9.535 -0.7 0.3 0.3 -0.06
C 4.505 -1.585 -9.030 0.2 -0.1 0.3 -0.07
C 4.795 -1.483 -7.687 -0.3 0.1 0.0 0.00
C 3.774 -1.033 -6.837 -0.8 0.1 -1.0 -0.22
N 3.769 -0.838 -5.501 -0.2 0.1 1.3 0.18
C 2.553 -0.438 -5.176 0.8 -0.2 -0.5 -0.28
C 2.168 -0.180 -3.805 -0.1 0.0 0.3 -0.11
C 0.860 0.084 -3.390 0.3 0.0 0.2 0.03
C 0.611 0.287 -2.045 -0.6 0.1 -0.2 -0.12
N 1.558 0.244 -1.112 -0.2 0.5 1.8 -0.01
C 2.810 -0.004 -1.498 0.7 -0.1 -0.2 -0.13
C 3.158 -0.220 -2.816 -0.3 0.1 0.2 0.03
H 0.783 -0.020 -6.300 0.2 -0.1 0.0 0.16
H 1.252 -0.527 -9.121 0.0 0.0 -0.1 0.11
H 3.059 -1.357 -10.592 0.0 0.0 -0.1 0.11
H 5.259 -1.949 -9.709 0.1 0.0 -0.1 0.11
H 5.756 -1.754 -7.282 0.1 0.0 0.0 0.12
H 0.039 0.128 -4.089 -0.1 0.0 0.0 0.12
H -0.394 0.494 -1.704 0.0 0.0 0.0 0.09
H 3.565 -0.035 -0.727 0.0 0.0 0.1 0.11
H 4.177 -0.422 -3.096 0.1 0.0 0.0 0.12
I -7.685 3.166 -1.418 0.7 -0.1 0.2 0.89
C -5.661 2.780 -0.909 -0.6 0.1 -0.2 -0.69
C -5.365 1.859 0.087 -0.2 0.1 -0.1 -0.13
C -4.045 1.614 0.414 0.1 0.0 -0.1 -0.03
C -3.026 2.320 -0.219 0.2 0.0 0.1 -0.13
C -3.332 3.230 -1.224 0.0 0.0 0.2 -0.01
C -4.649 3.451 -1.579 -0.1 0.0 -0.1 -0.13
C -1.593 2.125 0.212 -1.7 0.8 -0.7 -0.63
O -0.899 3.146 0.352 1.0 0.3 0.2 -0.06
O -1.240 0.942 0.398 1.8 -0.8 0.9 -0.17
H -6.164 1.343 0.596 0.0 -0.1 0.1 0.10
H -3.817 0.879 1.170 0.1 -0.1 0.1 0.10
H -2.544 3.765 -1.729 0.1 0.1 0.0 0.12
H -4.890 4.149 -2.364 0.0 0.1 -0.1 0.10
```
Forces are in eV/Å.

## Properties
HOMO-LUMO gap (spin up / spin down), eV: 4.5 / 4.5
Total energy, eV: -157959.0413
Net charge: +2
LUMO energy (spin up / spin down), Eh: -0.2810 / -0.2810

This record from the Open Molecules 2025 dataset describes C9H19BaClI2NOP as an isolated structure in a non-equilibrium geometry. The level of theory is ωB97M-V/def2-TZVPD.

Structure (XYZ):
```
35
Properties=species:S:1:pos:R:3:forces:R:3:lowdin_charge:R:1
C 3.456 1.725 -0.221 -0.7 0.0 -0.3 -0.01
C 2.364 2.240 0.686 0.4 1.4 1.8 -0.53
O 2.631 2.939 1.649 -0.6 -1.3 -1.5 0.12
N 0.977 1.871 0.423 0.3 -0.5 -0.2 -0.28
C 0.621 2.329 -0.914 0.2 0.1 0.1 -0.13
P 0.765 0.080 0.683 0.8 1.1 0.5 0.79
C -1.044 0.258 1.009 0.1 0.2 -0.3 -0.22
C -1.823 0.138 -0.301 -0.4 0.7 0.2 -0.49
C -2.932 1.131 -0.535 0.5 0.0 0.7 -0.44
Cl -3.849 0.503 -1.965 -1.3 1.1 0.6 0.45
C 0.835 -1.851 0.955 0.0 -0.1 -0.7 -0.95
I 2.898 -2.398 0.744 -0.2 0.1 -0.1 0.94
C -0.050 -2.786 0.176 -0.1 -0.4 1.9 -0.70
C -1.367 -3.150 0.880 0.2 -0.1 -0.4 -0.12
I -0.560 -2.097 -1.855 3.1 -2.3 0.4 0.89
H 4.010 0.959 0.300 0.3 -0.1 0.3 0.08
H 4.103 2.536 -0.506 0.4 0.2 0.1 0.10
H 3.066 1.282 -1.130 -0.1 -0.1 -0.2 0.06
H 1.041 3.310 -1.086 0.1 0.3 -0.1 0.11
H -0.446 2.453 -1.022 -0.4 0.0 0.0 0.06
H 0.992 1.686 -1.724 0.0 -0.2 -0.1 0.07
H 1.320 -0.132 -0.613 -0.4 -0.4 -0.1 0.01
H 1.659 0.202 1.759 -0.2 -0.1 0.2 0.06
H -1.361 -0.437 1.772 -0.2 -0.4 0.0 0.09
H -1.184 1.241 1.433 0.2 0.4 0.1 0.10
H -1.142 0.291 -1.128 0.1 0.1 -0.1 -0.03
H -2.275 -0.833 -0.435 0.0 -0.2 0.5 -0.01
H -2.575 2.098 -0.841 0.0 0.4 0.0 0.08
H -3.612 1.210 0.295 -0.5 0.0 0.1 0.11
H 0.585 -2.056 1.986 0.0 0.1 0.4 0.05
H 0.465 -3.714 -0.003 0.2 -0.1 -0.9 0.04
H -2.240 -2.941 0.287 -0.4 0.2 0.0 0.05
H -1.374 -4.218 1.037 0.0 -0.4 0.1 0.10
H -1.440 -2.683 1.847 -0.1 0.3 0.3 0.08
Ba -2.516 -1.186 -3.642 -1.4 -0.1 -3.2 1.47
```
Forces are in eV/Å.

## Properties
HOMO-LUMO gap, eV: 6.7
ΔE to the lowest compared entry with this formula, charge and spin, kcal/mol: 18.7
Total energy, eV: -51866.5913
Net charge: +2
LUMO energy, Eh: -0.2816